1.
C53H50CsN7OSSbSeSiTe | ωB97M-V/def2-TZVPD

Calculated values
- E_LUMO: 0.8861 eV
- Gap between HOMO and LUMO: 4.87 eV
- HOMO level: -3.983 eV

```
! RIJCOSX wB97M-V def2-TZVPD def2/J DEFGRID3
* xyz -1 1
Cs -0.1029 0.2282 0.6820
C 2.8674 1.7690 1.9524
Si 1.9858 3.3422 1.3729
C 2.8465 3.8161 -0.2484
C 2.4083 4.7063 2.6007
N 0.3316 3.0466 1.2893
C -0.6998 3.7600 0.8223
C -0.5993 5.0674 0.2585
C -1.6616 5.7485 -0.2956
C -2.9319 5.1834 -0.3377
C -3.0958 3.9310 0.2351
C -2.0400 3.2679 0.8297
O -2.2932 2.0033 1.3820
C -3.0376 1.8253 2.5128
C -3.7032 2.8655 3.1471
C -4.4585 2.6012 4.2809
C -4.5613 1.3117 4.7829
C -3.8843 0.2834 4.1390
C -3.1328 0.5222 3.0033
H 3.8940 2.0123 2.2411
H 2.9323 0.9678 1.2077
H 2.3675 1.3555 2.8330
H 3.8815 4.1179 -0.0629
H 2.3462 4.6516 -0.7408
H 2.8669 2.9835 -0.9565
H 3.4781 4.8034 2.8013
H 1.8965 4.5114 3.5447
H 2.0462 5.6671 2.2282
H 0.3798 5.5333 0.2703
H -1.4956 6.7381 -0.7089
H -3.7676 5.7028 -0.7875
H -4.0690 3.4506 0.2509
H -3.6050 3.8715 2.7651
H -4.9654 3.4198 4.7770
H -5.1427 1.1086 5.6722
H -3.9288 -0.7255 4.5324
H -2.5661 -0.2917 2.5642
C 6.0453 -0.2028 -0.0903
N 5.0422 -1.0931 0.4458
C 4.7329 -1.1898 1.7892
C 3.7534 -2.1032 1.9103
N 3.4792 -2.5738 0.6337
C 4.2921 -1.9620 -0.2877
S 4.4473 -2.2572 -1.9296
C 2.5354 -3.6052 0.3882
C 2.4137 -4.6378 1.3136
C 1.4750 -5.6128 1.0522
C 0.7196 -5.5355 -0.1070
C 0.9193 -4.4542 -0.9474
N 1.8030 -3.4923 -0.7019
H 7.0122 -0.4022 0.3726
H 5.7582 0.8324 0.0999
H 6.1105 -0.3757 -1.1616
H 5.1894 -0.5564 2.5260
H 3.1519 -2.3981 2.7561
H 3.0171 -4.6574 2.2081
H 1.3336 -6.4244 1.7539
H -0.0171 -6.2904 -0.3472
H 0.3312 -4.3395 -1.8513
Se -3.8893 -0.2009 -1.1658
N -4.9015 -1.2221 -0.1278
C -4.1011 -2.1331 0.3804
C -4.4650 -3.1272 1.3524
C -3.4935 -3.9504 1.7894
C -2.1577 -3.8645 1.2447
N -1.7775 -3.0080 0.3522
C -2.7229 -2.0929 -0.0465
N -2.4068 -1.0952 -0.8489
H -5.4791 -3.1744 1.7249
H -3.6954 -4.6907 2.5513
H -1.4035 -4.5652 1.5856
Te 0.2511 -2.3689 3.4806
C 0.1684 -1.0490 5.1331
C 1.2041 -0.1505 5.3931
C 1.1327 0.7482 6.4458
C 0.0209 0.7709 7.2748
C -1.0153 -0.1207 7.0335
C -0.9407 -1.0155 5.9792
H 2.0768 -0.1507 4.7498
H 1.9485 1.4422 6.6154
H -0.0398 1.4778 8.0929
H -1.8952 -0.1114 7.6670
H -1.7590 -1.7013 5.7979
C 3.4113 -0.7250 -6.9944
C 3.4725 -1.8366 -6.1657
C 2.6538 -1.9160 -5.0502
C 1.7538 -0.8960 -4.7562
C 1.7086 0.2192 -5.5842
C 2.5326 0.3054 -6.6992
Sb 0.5084 -1.1114 -3.0209
C -0.3820 0.8352 -3.1345
C 0.3138 1.8740 -2.5148
C -0.1852 3.1679 -2.5032
C -1.4113 3.4364 -3.0925
C -2.1197 2.4122 -3.7052
C -1.6049 1.1218 -3.7335
C -1.0427 -2.1584 -4.0916
C -1.8946 -3.0037 -3.3870
C -2.9229 -3.6789 -4.0303
C -3.1077 -3.5187 -5.3955
C -2.2570 -2.6904 -6.1122
C -1.2307 -2.0185 -5.4637
H 4.0563 -0.6584 -7.8621
H 4.1693 -2.6372 -6.3813
H 2.7335 -2.7738 -4.3902
H 1.0237 1.0305 -5.3645
H 2.4882 1.1797 -7.3374
H 1.2583 1.6725 -2.0158
H 0.3616 3.9553 -2.0034
H -1.8221 4.4362 -3.0473
H -3.0815 2.6193 -4.1598
H -2.1652 0.3317 -4.2227
H -1.7600 -3.1300 -2.3200
H -3.5801 -4.3288 -3.4651
H -3.9101 -4.0416 -5.9014
H -2.3928 -2.5678 -7.1800
H -0.5660 -1.3788 -6.0353
*
```

***

2.
C53H51BrCsN7O5S | ωB97M-V/def2-TZVPD

Calculated values
- E_LUMO: 3.6414 eV
- Gap between HOMO and LUMO: 5.90 eV
- HOMO level: -2.260 eV

```
! RIJCOSX wB97M-V def2-TZVPD def2/J DEFGRID3
* xyz -2 1
Cs 1.2939 1.1650 -0.3462
O -4.3084 0.8228 4.0515
C -3.1817 1.2810 4.6838
C -3.3581 2.0012 5.8571
C -2.2515 2.5350 6.5048
C -0.9811 2.3579 5.9757
C -0.8206 1.6095 4.8162
C -1.9067 1.0448 4.1686
C -1.6592 0.1402 2.9504
O -0.4189 -0.0208 2.6089
N -2.4834 0.8223 1.7919
N -3.0887 0.1794 0.8121
C -3.5748 -1.0059 0.9767
C -4.3052 -1.6565 -0.0842
Br -4.6833 -0.5767 -1.6179
C -4.7925 -2.9068 -0.1096
C -4.5956 -3.9725 0.8779
C -3.4681 -4.0968 1.6936
C -3.3559 -5.1414 2.5990
C -4.3556 -6.0971 2.7086
C -5.4697 -6.0053 1.8837
C -5.5815 -4.9621 0.9812
H -4.0769 0.6425 3.1310
H -4.3635 2.1537 6.2310
H -2.3904 3.1076 7.4152
H -0.1188 2.8019 6.4583
H 0.1511 1.4361 4.3695
H -2.2379 -0.7986 3.1273
H -1.9268 1.5872 1.4190
H -3.4726 -1.5562 1.9072
H -5.4204 -3.1750 -0.9504
H -2.6469 -3.3971 1.6011
H -2.4695 -5.2072 3.2177
H -4.2635 -6.9087 3.4195
H -6.2554 -6.7491 1.9436
H -6.4540 -4.8955 0.3410
C 6.3377 1.9364 1.5551
C 5.8324 0.7318 0.7594
C 5.3636 -0.3937 1.6441
C 6.1940 -1.4736 1.9029
C 5.7926 -2.4966 2.7521
C 4.5248 -2.4428 3.3081
C 3.6455 -1.3915 3.0531
C 2.2533 -1.4649 3.6183
C 2.1595 -1.1545 5.1130
C 4.0865 -0.3263 2.2407
N 3.3078 0.7907 1.9178
C 2.9062 1.5818 2.8512
C 2.1998 2.8067 2.6680
C 1.8810 3.7091 3.7013
C 1.2685 4.7970 3.0864
C 1.2608 4.4897 1.7109
N 1.8144 3.3032 1.4483
H 6.6925 2.7241 0.8868
H 7.1605 1.6474 2.2141
H 5.5380 2.3530 2.1667
H 6.6305 0.3610 0.1091
H 5.0063 1.0547 0.1237
H 7.1752 -1.5042 1.4395
H 6.4593 -3.3244 2.9677
H 4.1828 -3.2430 3.9588
H 1.8816 -2.4832 3.4562
H 1.5653 -0.8134 3.0831
H 2.6846 -1.9025 5.7163
H 1.1124 -1.1262 5.4178
H 2.5977 -0.1834 5.3447
H 3.1612 1.3589 3.8950
H 2.0670 3.5605 4.7568
H 0.8712 5.6850 3.5567
H 0.8682 5.1028 0.9080
O 0.1058 -0.7274 -2.2883
C 0.5882 -0.6299 -3.6287
C 1.5168 0.6433 -3.7118
O 2.3081 0.6646 -4.6643
O 1.3190 1.5023 -2.8203
C -0.5537 -0.3753 -4.6042
C -1.8392 -0.1179 -4.1489
C -2.8712 0.1181 -5.0512
C -2.6242 0.1104 -6.4137
C -1.3329 -0.1329 -6.8735
C -0.3063 -0.3747 -5.9776
C 1.3130 -1.9349 -3.9525
C 0.5545 -3.0719 -4.2191
C 1.1508 -4.3156 -4.3624
C 2.5269 -4.4409 -4.2439
C 3.2937 -3.3124 -3.9896
C 2.6941 -2.0690 -3.8489
H -0.3591 -1.5702 -2.1716
H -2.0323 -0.0927 -3.0845
H -3.8687 0.3172 -4.6773
H -3.4278 0.2978 -7.1164
H -1.1268 -0.1309 -7.9378
H 0.7051 -0.5465 -6.3239
H -0.5232 -2.9839 -4.3030
H 0.5374 -5.1883 -4.5525
H 2.9985 -5.4115 -4.3432
H 4.3695 -3.3991 -3.8921
H 3.2970 -1.1904 -3.6663
N 3.3637 -5.3549 1.4121
C 2.3791 -4.7020 0.6811
C 1.1248 -5.2751 0.4699
C 0.1989 -4.5947 -0.2998
N 0.4243 -3.4159 -0.8736
C 1.6292 -2.8803 -0.6648
C 2.6262 -3.4629 0.0935
H 3.0099 -6.0006 2.0999
H 4.0528 -4.7268 1.8012
H 0.8731 -6.2344 0.9071
H -0.7847 -5.0258 -0.4618
H 1.7832 -1.9211 -1.1405
H 3.5734 -2.9555 0.2391
S -2.9444 3.4322 -3.1692
C -3.8889 3.4372 -1.7394
C -3.1415 2.9956 -0.6984
N -1.8423 2.6693 -0.9996
C -1.6045 2.8482 -2.2603
H -4.9252 3.7302 -1.7397
H -3.4969 2.8683 0.3130
H -0.6500 2.6343 -2.7313
*
```

***

3.
C53H52As2BrCsF9N4OP | ωB97M-V/def2-TZVPD

Calculated values
- E_LUMO: 3.4443 eV
- Gap between HOMO and LUMO: 4.50 eV
- HOMO level: -1.056 eV

```
! RIJCOSX wB97M-V def2-TZVPD def2/J DEFGRID3
* xyz -2 1
Cs -1.0851 1.5098 -0.4533
Br 0.6205 -5.8285 2.2969
C 1.1551 -4.4333 1.0112
C 2.4400 -4.5413 0.4554
C 2.6603 -4.1473 -0.9944
C 1.4369 -2.4398 -1.3400
C 0.7925 -2.1961 0.1045
C 0.2680 -3.4426 0.7775
N 1.0888 -1.3204 -2.1597
C 0.3258 -1.4623 -3.1415
C -0.0361 -0.3183 -4.0143
C -0.7756 -0.5423 -5.1663
C -1.0743 0.5279 -5.9951
C -0.6279 1.7866 -5.6427
C 0.0932 1.9155 -4.4614
N 0.3870 0.8956 -3.6640
H 3.0811 -5.3348 0.8192
H 3.3918 -4.7971 -1.4726
H -0.0428 -1.5046 -0.0278
H -0.7485 -3.4480 1.1477
H -0.0905 -2.4307 -3.4213
H -1.1114 -1.5461 -5.3982
H -1.6563 0.3817 -6.8968
H -0.8595 2.6566 -6.2425
H 0.4346 2.8930 -4.1331
C -2.7768 5.2813 2.3591
As -1.8772 3.5681 2.0109
C -0.1041 4.4018 1.7724
C -1.5731 3.0435 3.8937
C -2.0747 3.7697 4.9752
C -1.8436 3.3667 6.2843
C -1.0895 2.2266 6.5278
C -0.5983 1.4927 5.4567
C -0.8427 1.8728 4.1384
As -0.1618 0.7951 2.6157
C 1.7355 1.0076 3.1189
C -0.3970 -0.9851 3.3667
H -2.2202 5.8858 3.0764
H -3.7913 5.1168 2.7191
H -2.8328 5.8155 1.4135
H 0.1087 5.0490 2.6226
H -0.1259 4.9947 0.8560
H 0.6776 3.6457 1.6908
H -2.6663 4.6604 4.8038
H -2.2510 3.9421 7.1084
H -0.8925 1.9050 7.5446
H -0.0200 0.5986 5.6586
H 1.9168 0.6364 4.1304
H 2.0272 2.0580 3.0702
H 2.3206 0.4263 2.4094
H -0.0679 -1.0400 4.4054
H 0.2176 -1.6513 2.7600
H -1.4411 -1.2769 3.2779
C -3.3981 -3.0718 -3.1240
N -3.9200 -2.2226 -2.0789
C -4.1078 -0.8685 -2.5668
C -3.0428 -2.2224 -0.8998
C -3.6625 -1.5487 0.3111
C -4.9350 -1.9905 0.6965
C -5.5803 -1.4105 1.7788
C -4.9391 -0.3888 2.4723
C -3.6676 0.0233 2.0754
C -2.9599 -0.5302 0.9859
H -4.0913 -3.0908 -3.9705
H -3.2786 -4.0909 -2.7502
H -2.4158 -2.7306 -3.4995
H -4.8269 -0.8616 -3.3910
H -3.1613 -0.4247 -2.9319
H -4.4880 -0.2382 -1.7627
H -2.0886 -1.7192 -1.1319
H -2.8048 -3.2666 -0.6673
H -5.4261 -2.7818 0.1323
H -6.5694 -1.7462 2.0751
H -5.4351 0.0844 3.3181
H -3.2088 0.8250 2.6580
F -2.1474 3.7166 -3.9006
C -3.2629 3.6506 -3.1522
F -3.5832 2.3510 -3.0611
F -4.2377 4.2571 -3.8685
C -3.0293 4.2982 -1.7327
O -2.1254 3.6524 -1.0233
C -4.4755 4.3628 -1.0327
F -5.3879 3.5569 -1.6091
F -5.0189 5.6058 -1.0377
F -4.3839 3.9852 0.2344
C -2.5416 5.7840 -1.9816
F -2.4531 6.4314 -0.8031
F -1.3070 5.7893 -2.5098
F -3.3043 6.5457 -2.7919
N 1.7755 -1.4326 0.9138
P 3.2377 -1.7978 0.4760
C 2.9866 -2.6038 -1.1522
C 1.3672 -3.9284 -1.8340
C 1.6339 -4.1535 -3.2961
C 2.6534 -3.6660 -4.0124
C 3.6824 -2.7254 -3.5578
C 3.8175 -2.2127 -2.3279
C 4.1246 -0.2111 0.1156
C 3.4134 0.7082 -0.6635
C 3.9646 1.9378 -0.9897
C 5.2338 2.2768 -0.5315
C 5.9445 1.3788 0.2509
C 5.3933 0.1400 0.5710
C 4.3898 -2.6238 1.6025
C 4.0513 -2.7233 2.9518
C 4.8995 -3.3708 3.8334
C 6.0913 -3.9311 3.3806
C 6.4351 -3.8224 2.0399
C 5.5933 -3.1633 1.1534
H 0.4909 -4.4795 -1.5020
H 0.9309 -4.8038 -3.8132
H 2.7119 -3.9480 -5.0599
H 4.3714 -2.3787 -4.3230
H 4.5897 -1.4664 -2.1708
H 2.4243 0.4374 -1.0195
H 3.4023 2.6355 -1.6000
H 5.6640 3.2415 -0.7764
H 6.9287 1.6442 0.6209
H 5.9504 -0.5431 1.1981
H 3.0979 -2.3165 3.2747
H 4.6237 -3.4611 4.8778
H 6.7454 -4.4514 4.0699
H 7.3613 -4.2577 1.6824
H 5.8606 -3.0831 0.1038
*
```

***

4.
C53H55Cl3GeN8O5SW | ωB97M-V/def2-TZVPD

Calculated values
- E_LUMO (spin up / spin down): 0.3576 / 0.3121 eV
- Gap between HOMO and LUMO (spin up / spin down): 6.32 / 6.30 eV
- HOMO level (spin up / spin down): -5.959 / -5.987 eV

```
! RIJCOSX wB97M-V def2-TZVPD def2/J DEFGRID3
* xyz 0 1
W 0.6746 -0.5654 0.2011
C -1.0367 -0.9878 3.5700
C 0.0784 -0.5758 2.6261
O 0.3040 -1.6697 1.6948
C 1.3926 -0.3859 3.3429
C 2.5336 -0.3738 2.6253
C 3.8887 -0.4877 3.2554
N 2.4333 -0.3412 1.2467
N 3.5975 -0.6915 0.5836
C 3.3577 -1.2234 -0.5632
O 2.1152 -1.3497 -1.0238
C 4.4702 -1.7444 -1.3777
C 5.7901 -1.3730 -1.1195
C 6.8223 -1.8713 -1.8967
C 6.5616 -2.7574 -2.9357
C 5.2552 -3.1534 -3.1812
C 4.2197 -2.6494 -2.4071
H -1.9276 -1.2310 2.9896
H -1.2710 -0.1758 4.2592
H -0.7370 -1.8759 4.1327
H 1.4445 -0.5719 4.4084
H 3.8128 -0.3465 4.3336
H 4.5793 0.2436 2.8357
H 4.2981 -1.4795 3.0537
H 5.9832 -0.6906 -0.3019
H 7.8421 -1.5666 -1.6950
H 7.3723 -3.1426 -3.5415
H 5.0441 -3.8667 -3.9691
H 3.2067 -2.9939 -2.5577
N 2.0755 1.4758 -0.6632
C 1.5232 2.1868 -1.8139
C 2.4502 2.1872 -3.0363
C 2.8930 0.8036 -3.5531
C 2.2429 0.3831 -4.8697
N 0.8082 0.1537 -4.7312
C 0.3489 -0.8704 -4.0072
N 1.1016 -1.9412 -3.7673
N -0.9174 -0.8599 -3.5922
C 0.1723 1.5486 -2.1313
O -0.5024 1.9666 -3.0740
O -0.1643 0.5872 -1.3683
H 2.1005 2.0683 0.1515
H 3.0355 1.1997 -0.8290
H 1.3186 3.2312 -1.5671
H 3.3405 2.7573 -2.7635
H 1.9440 2.7499 -3.8253
H 2.6610 0.0402 -2.8076
H 3.9747 0.7883 -3.6996
H 2.7127 -0.5296 -5.2399
H 2.3780 1.1472 -5.6338
H 0.2449 0.9902 -4.6333
H 2.0923 -1.8481 -3.9186
H 0.8693 -2.3830 -2.8807
H -1.3059 0.0596 -3.4208
H -1.1881 -1.5746 -2.9328
C -0.3101 0.6427 1.7297
Ge 0.1257 2.4015 2.4899
C -0.2976 2.8048 4.4080
C -0.7014 4.0981 4.7456
C -0.8519 4.4871 6.0700
C -0.6135 3.5848 7.0967
C -0.2400 2.2873 6.7832
C -0.0836 1.9078 5.4554
C 1.9665 3.1569 2.4128
C 2.8660 2.8870 3.4446
C 4.1494 3.4140 3.4356
C 4.5576 4.2432 2.3983
C 3.6649 4.5600 1.3859
C 2.3822 4.0238 1.3991
C -1.0046 3.7143 1.5158
C -0.6921 5.0755 1.4618
C -1.5764 5.9991 0.9193
C -2.8031 5.5802 0.4234
C -3.1332 4.2332 0.4658
C -2.2404 3.3148 1.0034
H -1.3984 0.6748 1.6355
H -0.9081 4.8200 3.9670
H -1.1596 5.5004 6.2999
H -0.7215 3.8921 8.1298
H -0.0654 1.5652 7.5724
H 0.2165 0.8938 5.2401
H 2.5504 2.2608 4.2715
H 4.8357 3.1818 4.2419
H 5.5600 4.6532 2.3878
H 3.9648 5.2321 0.5895
H 1.6832 4.3099 0.6181
H 0.2553 5.4257 1.8570
H -1.3132 7.0505 0.8951
H -3.4984 6.3001 0.0083
H -4.0933 3.9004 0.0885
H -2.5135 2.2654 1.0205
Cl -3.1708 -8.5963 -1.9820
C -3.5480 -6.9884 -1.4598
C -3.2573 -5.9116 -2.2802
C -3.5539 -4.6339 -1.8414
C -4.1355 -4.4018 -0.6016
C -4.3899 -2.9902 -0.1214
C -3.3537 -2.5357 0.9421
N -1.9806 -2.4871 0.4949
C -1.1499 -3.5869 0.3904
C -0.1574 -3.2925 -0.4673
N -0.3525 -2.0071 -1.0108
C -1.4320 -1.4701 -0.3156
O -4.3636 -2.0747 -1.1978
C -5.6466 -1.5389 -1.5164
C -5.6291 -0.9747 -2.8999
C -5.8114 -1.7226 -4.0242
Cl -6.1075 -3.4093 -4.0915
S -5.7052 -0.7897 -5.4647
C -5.4169 0.6383 -4.5577
C -5.3959 0.3925 -3.2236
C -4.4380 -5.5097 0.1852
Cl -5.2156 -5.3107 1.7279
C -4.1493 -6.8004 -0.2285
H -2.8002 -6.0787 -3.2463
H -3.3388 -3.7806 -2.4707
H -5.3710 -2.9529 0.3627
H -3.4069 -3.2120 1.7947
H -3.6518 -1.5395 1.2716
H -1.3009 -4.4747 0.9864
H 0.6846 -3.8995 -0.7584
H -2.1323 -0.8396 -0.8437
H -5.9036 -0.7471 -0.8058
H -6.3998 -2.3283 -1.4447
H -5.2750 1.5762 -5.0727
H -5.2243 1.1603 -2.4789
H -4.3931 -7.6435 0.4025
*
```

***

What largest force on an atom values result from the calculations? In sequence: 0.0113; 0.0380; 0.0464; 0.0171 hartree/bohr.
What molar mass values result from the calculations? In sequence: 1322.41; 1110.91; 1325.64; 1278.95 g mol⁻¹.